1.
The following is a quantum chemistry calculation of C13H14N5NiOS2 as an isolated structure, from the Open Molecules 2025 dataset.

2S+1   2
Maximum force   0.0684 hartree/bohr
Kohn-Sham gap (spin up / spin down)   4.190 / 4.250 eV
HOMO (spin up / spin down)   -5.303 / -5.327 eV
E_tot   -3157.28406 Eh

Each line ends with the natural charge from an NBO analysis.
Atoms and positions in Å:
Ni -0.1611 -0.1029 -0.9864  0.931
C 1.6758 -0.1716 3.1023  -0.687
C 1.3254 -0.0452 1.6451  0.228
N 0.0701 0.0475 1.2248  -0.227
N -0.9431 0.0712 2.0802  -0.386
C -2.2303 -0.1469 1.7866  0.307
N -3.1266 -0.0241 2.8393  -0.788
S -2.9632 -0.4825 0.2515  0.400
C 2.3230 -0.0822 0.6176  0.153
C 3.7097 -0.0266 0.8771  -0.218
C 4.6055 -0.0566 -0.1636  -0.163
C 4.1349 -0.1474 -1.4729  -0.231
C 2.7676 -0.2069 -1.6637  0.076
N 1.8895 -0.1813 -0.6742  -0.456
H 0.9076 -0.7431 3.6258  0.223
H 1.7760 0.8028 3.5837  0.238
H 2.6100 -0.7080 3.2325  0.243
H -0.7668 0.1937 3.0820  0.379
H -3.0089 0.7910 3.4299  0.392
H -4.0852 -0.1438 2.5479  0.414
H 4.0688 0.0604 1.8908  0.218
H 5.6680 -0.0050 0.0242  0.224
H 4.8052 -0.1732 -2.3149  0.229
H 2.3587 -0.2910 -2.6639  0.218
O -0.1805 2.0204 -1.2196  -0.620
N -1.1959 1.3146 -1.5682  -0.176
C -2.2580 1.7649 -2.1718  -0.075
C -3.2819 0.9444 -2.6804  -0.332
C -3.2387 -0.4348 -2.8194  -0.213
C -2.3685 -1.3456 -2.2341  -0.413
C -1.7424 -1.2432 -0.9581  -0.442
S -0.6245 -2.4022 -0.4204  -0.262
H -2.3089 2.8373 -2.3521  0.185
H -4.0910 1.4628 -3.1735  0.205
H -3.9069 -0.8580 -3.5605  0.200
H -2.2140 -2.2905 -2.7442  0.225

---

2.
The following is a quantum chemistry calculation of C2H3AuO as an isolated structure, from the Open Molecules 2025 dataset.

2S+1   4
Maximum force   0.2849 hartree/bohr
Kohn-Sham gap (spin up / spin down)   7.381 / 8.077 eV
Net charge   +1
HOMO (spin up / spin down)   -13.161 / -17.575 eV
E_tot   -288.33548 Eh

Each line ends with the natural charge from an NBO analysis.
Atoms and positions in Å:
H 1.4468 0.3404 -1.4000  0.312
O -0.7437 -0.0141 -0.0450  -0.731
C -0.1536 0.9288 -0.6714  0.769
C 1.3135 1.0240 -0.4541  -0.775
H 1.6881 2.0145 -0.7523  0.301
H 1.6881 0.7108 0.5377  0.282
Au -0.3990 -1.4598 0.8605  0.843

---

3.
The following is a quantum chemistry calculation of C4H10NP as an isolated structure, from the Open Molecules 2025 dataset.

Maximum force   0.0760 hartree/bohr
Kohn-Sham gap   8.421 eV
HOMO   -7.675 eV
E_tot   -554.40761 Eh

Each line ends with the natural charge from an NBO analysis.
Atoms and positions in Å:
C 2.0982 0.0511 0.1289  -0.229
C 1.0996 -0.0609 -1.0067  -0.760
C -1.3122 1.4942 0.2428  -0.981
C -1.3461 -1.4784 0.2987  -1.031
N 1.0636 -0.0692 1.2515  -1.023
P -0.2247 -0.0899 0.2033  1.672
H 2.7164 -0.8268 0.2441  0.188
H 2.6410 1.0380 0.0575  0.172
H 0.9379 0.7490 -1.6343  0.221
H 1.4146 -0.8642 -1.8072  0.239
H -2.1897 1.1833 0.7956  0.239
H -0.5536 2.2620 0.5677  0.263
H -1.7223 1.9593 -0.7195  0.243
H -1.3164 -1.5088 1.4949  0.267
H -2.4175 -1.4546 0.0711  0.254
H -0.8888 -2.3843 -0.1884  0.265

---

4.
The following is a quantum chemistry calculation of a 9-piece molecular cluster, C4H27N2O9 overall, from the Open Molecules 2025 dataset.

Maximum force   0.0731 hartree/bohr
Kohn-Sham gap   8.954 eV
Net charge   -1
HOMO   -5.893 eV
E_tot   -955.32115 Eh

Each line ends with the natural charge from an NBO analysis.
Atoms and positions in Å:
C 1.4959 -1.2845 2.0446  -0.223
C 1.8655 -2.0212 0.7101  -0.451
C 0.4816 -2.3243 -0.0299  -0.222
N -0.4119 -1.2214 -0.3583  -0.885
N 1.9398 0.1339 1.9319  -0.681
C 1.1312 1.1727 2.4968  0.110
O -0.0100 1.5053 1.7664  -0.840
H 0.4200 -1.4220 2.3256  0.178
H 1.9358 -1.6439 2.9480  0.171
H 2.1719 -3.0052 1.0740  0.203
H 2.6020 -1.5640 0.0318  0.225
H 0.7703 -2.8249 -0.9796  0.189
H -0.1503 -3.0703 0.5069  0.211
H -0.6069 -0.5958 0.3911  0.379
H -0.0054 -0.5922 -1.0288  0.353
H 2.3441 0.1463 1.0130  0.388
H 0.8065 0.9659 3.5035  0.172
H 1.8147 2.0961 2.4632  0.141
H -2.0076 -2.4934 0.9233  0.491
H -2.6479 -3.0248 -0.4453  0.486
O -2.2698 -3.2624 0.3997  -0.969
H -1.3048 2.5959 -2.6612  0.457
H -0.4765 2.7588 -1.3983  0.513
O -1.1905 3.2598 -1.9711  -1.005
H 1.7182 -0.0531 -2.7610  0.496
H 0.2247 -0.3327 -3.3204  0.463
O 1.1460 -0.2050 -3.5468  -1.004
H -1.3802 0.7870 2.2229  0.501
H -2.9617 0.6023 1.9297  0.471
O -2.1904 0.2053 2.3457  -1.023
H 3.0509 1.4510 -1.7577  0.473
H 1.7859 0.9285 -1.0984  0.519
O 2.6178 0.6090 -1.5801  -1.007
H -2.9107 -0.2448 -2.9551  0.467
H -1.9185 -0.8396 -1.9070  0.495
O -2.4583 -1.0408 -2.6799  -0.973
H 0.1030 1.8135 0.7759  0.524
H 1.1554 2.8337 -0.3331  0.448
O 0.6964 2.0386 -0.6193  -1.193
H -2.3641 2.7411 -0.8430  0.496
H -2.1693 1.9788 0.4931  0.459
O -2.8428 2.4428 -0.0225  -1.001

---

5.
The following is a quantum chemistry calculation of an isolated ion of composition C4H7N2 and charge +1, from the Open Molecules 2025 dataset.

Maximum force   0.1520 hartree/bohr
Kohn-Sham gap   10.107 eV
Net charge   +1
HOMO   -14.391 eV
E_tot   -265.73525 Eh
Structure (SMILES)   C=NC[N+]#CC

Each line ends with the natural charge from an NBO analysis.
Atoms and positions in Å:
C -2.2367 1.0943 0.0634  -0.002
N -1.1344 1.5565 0.4323  -0.380
C -0.0518 1.3129 -0.6654  -0.109
N 0.9562 0.4439 -0.0610  -0.203
C 1.3098 -0.5588 0.3377  0.617
C 1.6359 -1.8104 0.5554  -0.792
H -3.1791 1.4372 0.4899  0.218
H -2.2422 0.2506 -0.6802  0.149
H 0.4641 2.2887 -0.8476  0.266
H -0.3253 0.6749 -1.5821  0.232
H 0.5858 -2.1392 0.8562  0.324
H 2.1286 -2.0183 1.5180  0.328
H 2.0892 -2.5323 -0.4166  0.352

---

6.
The following is a quantum chemistry calculation of one molecule with the formula C12H19N5O3, from the Open Molecules 2025 dataset.

Maximum force   0.0694 hartree/bohr
Kohn-Sham gap   8.547 eV
HOMO   -8.495 eV
E_tot   -968.18987 Eh
Structure (SMILES)   Cc1[nH]c(=O)[nH]c(=O)c1/C=N/NC(=O)[C@@H](N)CC(C)C

Each line ends with the natural charge from an NBO analysis.
Atoms and positions in Å:
C -0.4133 3.8562 1.1915  -0.675
C -0.5518 3.5786 2.6300  0.343
N -0.5091 4.6731 3.5298  -0.601
C -0.6470 4.5236 4.8788  0.776
O -0.5602 5.4488 5.6467  -0.619
N -0.8847 3.2882 5.3894  -0.604
C -0.9746 2.2125 4.5835  0.650
O -1.3024 1.1814 5.1441  -0.612
C -0.7651 2.3355 3.1508  -0.285
C -0.7121 1.0881 2.4216  0.052
N -0.1340 1.0098 1.2400  -0.231
N -0.1470 -0.1603 0.5239  -0.466
C 0.6271 -0.4029 -0.6045  0.657
O 1.5439 0.3540 -0.9036  -0.592
C 0.4303 -1.8095 -1.2806  -0.129
N -0.9013 -2.4143 -0.9872  -0.854
C 0.6389 -1.7534 -2.8174  -0.406
C 0.5234 -3.1348 -3.5030  -0.220
C 0.7551 -3.0682 -5.0012  -0.597
C 1.4413 -4.2207 -2.9213  -0.614
H 0.5490 3.5690 0.7947  0.274
H -0.6192 4.9054 0.9686  0.211
H -1.1107 3.2751 0.6053  0.259
H -0.3790 5.6052 3.1582  0.431
H -1.1059 3.2442 6.3615  0.442
H -1.1080 0.1798 2.8544  0.203
H -0.8616 -0.8590 0.6375  0.395
H 1.2009 -2.4643 -0.8230  0.223
H -0.8419 -3.4303 -1.1655  0.370
H -1.6039 -2.0435 -1.6066  0.359
H -0.1118 -1.0777 -3.2480  0.203
H 1.6169 -1.3103 -3.0028  0.229
H -0.5004 -3.5054 -3.3738  0.183
H 1.8142 -2.7911 -5.2082  0.205
H 0.1205 -2.3035 -5.4829  0.207
H 0.4909 -4.0454 -5.4536  0.210
H 1.5895 -5.0566 -3.6239  0.216
H 2.4024 -3.8208 -2.6799  0.208
H 1.0004 -4.6566 -2.0232  0.198

---

7.
The following is a quantum chemistry calculation of C4H11ErO3 as an isolated structure, from the Open Molecules 2025 dataset.

2S+1   4
Maximum force   0.0936 hartree/bohr
Kohn-Sham gap (spin up / spin down)   5.212 / 4.906 eV
Net charge   +2
HOMO (spin up / spin down)   -15.035 / -15.029 eV
E_tot   -1398.83556 Eh

Each line ends with the natural charge from an NBO analysis.
Atoms and positions in Å:
C 1.8208 -0.0898 0.9285  -0.449
O 0.7724 -0.0577 -0.0367  -0.392
C -0.4031 0.5533 0.4096  -0.100
C -1.5469 0.2416 -0.5224  -0.092
O -2.1616 -0.9623 -0.1376  -0.533
C -3.3662 -1.2117 -0.8148  -0.257
H 2.6632 -0.5714 1.4597  0.330
H 1.3122 -0.7443 1.6717  0.261
H -0.2764 1.6532 0.4646  0.176
H -0.6641 0.2325 1.4368  0.217
H -1.1820 0.1531 -1.5625  0.197
H -2.2621 1.0842 -0.4869  0.200
H -3.7665 -2.1659 -0.4530  0.220
H -4.1043 -0.4135 -0.6202  0.178
H -3.2029 -1.2650 -1.9051  0.178
Er 3.5376 2.3970 1.0579  1.885
O 4.2811 0.8282 -0.3488  -1.129
H 5.1543 0.4281 -0.3558  0.542
H 3.3945 -0.0897 -0.1848  0.567

---

8.
The following is a quantum chemistry calculation of C32H30N8ORuS6 as an isolated structure, from the Open Molecules 2025 dataset.

2S+1   2
Maximum force   0.0575 hartree/bohr
Kohn-Sham gap (spin up / spin down)   5.588 / 5.658 eV
Net charge   -1
HOMO (spin up / spin down)   -3.361 / -3.404 eV
E_tot   -4234.71433 Eh

Each line ends with the Löwdin spin population.
Atoms and positions in Å:
Ru -1.6382 0.0908 -0.0942  0.915
N 0.9055 -1.4943 -3.3222  -0.002
C 0.3581 -0.8947 -2.1675  0.003
S -1.3323 -1.6125 -1.8711  0.028
N 0.3925 0.4987 -2.3709  -0.008
N -0.2364 1.2066 -1.5096  -0.008
C -0.1372 2.5202 -1.4197  0.003
C 0.8915 3.2797 -2.1446  0.000
C 0.6341 4.5422 -2.6865  0.000
C 1.6428 5.2605 -3.3026  0.000
C 2.9175 4.7320 -3.4060  0.001
C 3.1754 3.4670 -2.9009  0.000
C 2.1748 2.7491 -2.2790  0.000
C -0.9888 3.1641 -0.4546  0.002
C -0.7238 4.4507 0.0503  0.002
C -1.5499 5.0005 1.0021  -0.002
C -2.6549 4.2702 1.4416  0.003
C -2.8451 3.0056 0.9164  0.002
N -2.0501 2.4586 0.0069  0.028
H 1.0192 -2.4934 -3.2520  0.000
H 1.7616 -1.0360 -3.6009  0.000
H -0.3633 4.9561 -2.6256  0.000
H 1.4434 6.2464 -3.7033  0.000
H 3.7088 5.2971 -3.8803  0.000
H 4.1706 3.0511 -2.9829  0.000
H 2.3841 1.7719 -1.8724  0.000
H 0.1531 4.9792 -0.2882  0.000
H -1.3461 5.9856 1.4016  0.000
H -3.3399 4.6783 2.1707  0.000
H -3.6886 2.3984 1.2295  0.001
C -0.2582 2.1431 4.1560  -0.004
C -0.7905 1.1981 3.1122  -0.002
S 0.1387 1.1705 1.6622  -0.014
C -1.8884 0.4272 3.3422  0.006
C -2.6612 0.4631 4.6322  -0.001
S -2.5375 -0.7033 2.2003  0.021
H 0.6459 2.6039 3.7697  -0.001
H -0.0146 1.6110 5.0759  0.000
H -0.9865 2.9253 4.3730  -0.001
H -2.2058 1.1176 5.3698  0.000
H -2.7289 -0.5422 5.0479  0.000
H -3.6761 0.8066 4.4298  0.000
O 1.0508 -1.0906 -0.8971  0.009
C 1.9167 -2.1785 -0.5986  0.000
C 3.0966 -2.2234 -1.5371  0.000
C 3.7828 -3.2895 -2.0344  0.000
C 4.8783 -2.9073 -2.8403  0.000
C 5.0174 -1.5607 -2.9254  0.000
S 3.8153 -0.7230 -2.0240  0.000
C 2.4157 -1.8205 0.7834  0.000
C 1.6484 -1.4960 1.8551  0.001
C 2.4081 -1.1487 2.9938  0.001
C 3.7410 -1.2357 2.7741  0.000
S 4.1025 -1.7342 1.1650  0.000
C 1.2494 -3.5372 -0.5101  0.001
C 1.0613 -4.2991 0.6073  0.000
C 0.5062 -5.5680 0.3438  0.001
C 0.2837 -5.7739 -0.9772  0.000
S 0.7178 -4.4042 -1.9167  0.003
H 3.5235 -4.3149 -1.8400  0.000
H 5.5232 -3.6132 -3.3336  0.000
H 5.7491 -1.0000 -3.4734  0.000
H 0.5718 -1.4998 1.8113  0.001
H 1.9717 -0.8173 3.9195  0.000
H 4.5449 -1.0322 3.4541  0.000
H 1.3216 -3.9889 1.6003  0.000
H 0.2849 -6.2825 1.1156  0.000
H -0.1087 -6.6430 -1.4655  0.000
N -4.4244 -2.8386 0.5717  0.000
C -5.5545 -2.2823 0.0988  0.000
N -6.7407 -2.9280 0.3246  0.000
N -5.6119 -1.1756 -0.5744  0.002
C -4.5927 -0.3981 -0.7561  0.006
N -3.7935 0.4117 -0.9847  0.003
H -4.4495 -3.5611 1.2722  0.000
H -3.5731 -2.2862 0.5304  0.000
H -6.7078 -3.9248 0.4527  0.000
H -7.5013 -2.5849 -0.2405  0.000